(1)
Here is a molecular structure, C19H29CrFN5O13PS2 from the OMol25 dataset. Energies are from ωB97M-V/def2-TZVPD.

Atoms and positions in Å:
Cr: -0.26 -0.54 -0.74
S: 0.60 0.39 -2.96
S: -2.12 1.16 -1.20
P: -0.71 1.78 -2.43
F: 3.65 3.22 -3.22
O: -1.41 2.49 -3.72
O: 0.38 2.59 1.21
O: -1.46 -1.92 -1.80
O: -1.03 -1.06 1.09
O: 1.06 0.71 0.15
O: 1.41 -1.35 2.32
O: 1.87 -5.57 -3.72
O: -2.06 -3.81 -2.65
O: 5.34 5.24 -2.25
O: -1.08 -3.79 -0.71
O: 0.17 3.00 -1.83
O: 4.47 3.98 2.01
O: -2.06 -1.84 2.91
N: 1.19 -1.94 -0.77
N: -1.55 -3.19 -1.70
N: 4.83 4.57 -0.14
N: 2.52 -3.87 -1.56
N: 3.38 2.83 0.35
C: 1.82 -2.81 -1.16
C: 0.34 -2.07 4.30
C: 1.08 -5.62 -2.54
C: -0.77 2.10 -6.01
C: 0.31 -2.13 2.79
C: 4.73 4.48 -1.52
C: 0.46 -3.57 2.29
C: 1.90 -5.19 -1.33
C: 4.23 3.79 0.83
C: 3.84 3.41 -1.91
C: 2.29 -4.24 -3.97
C: 0.55 5.08 -0.76
C: -1.05 -1.61 2.23
C: 2.68 1.96 1.31
C: 1.21 1.76 0.87
C: 3.21 2.64 -1.00
C: -0.56 2.94 -4.77
C: 3.20 -3.76 -2.86
C: -0.50 4.06 -1.14
H: -0.14 2.46 -6.83
H: 5.44 5.29 0.21
H: -0.32 -4.20 2.73
H: 1.27 -5.12 -0.45
H: 3.19 1.00 1.39
H: -0.51 1.06 -5.79
H: -1.26 4.50 -1.79
H: 2.70 2.48 2.27
H: 1.08 5.46 -1.64
H: 0.74 -6.65 -2.42
H: 4.10 -4.38 -2.82
H: 0.49 2.91 -4.46
H: 1.44 -3.96 2.57
H: 0.25 -1.04 4.64
H: 3.49 -2.72 -3.01
H: 0.09 5.92 -0.24
H: 2.82 -4.25 -4.93
H: 2.71 -5.90 -1.15
H: -0.82 3.99 -4.96
H: 2.54 1.85 -1.30
H: -0.48 -2.65 4.72
H: 1.14 -0.94 1.49
H: 0.34 -3.60 1.21
H: 1.30 -2.47 4.67
H: 1.28 4.62 -0.08
H: -1.81 2.13 -6.32
H: 0.20 -4.98 -2.63
H: -0.97 3.65 -0.25
H: 1.42 -3.58 -4.06

The value obtained for the HOMO energy (spin up / spin down) is -2.2 / -0.9 eV. Its multiplicity is 3. The total charge is -2. Its gap between HOMO and LUMO (spin up / spin down) is 6.42 / 5.16 eV.

Atomic partial charges in e from the Mulliken method, atoms 1 to 2:
1. Cr 0.57
2. S -0.66

(2)
Here is 2 unconnected molecules or ions with the total composition C5H10NOS from the OMol25 dataset. Energies are from ωB97M-V/def2-TZVPD.

Atoms and positions in Å:
S: -4.75 -0.68 0.80
O: 0.52 0.05 -1.56
N: -0.08 0.56 0.68
C: 2.13 -0.24 0.12
C: -2.09 -0.22 -0.64
C: -1.08 -0.52 0.42
C: 3.41 0.15 0.12
C: 0.96 0.54 -0.45
H: 4.05 -0.28 0.82
H: -0.48 -1.47 0.18
H: 1.79 -0.97 0.78
H: 3.84 0.92 -0.65
H: -2.23 0.79 -1.03
H: -2.23 -0.93 -1.33
H: -2.96 -0.18 -0.08
H: 1.19 1.67 -0.46
H: -0.50 1.49 0.86
H: -1.49 -0.68 1.43

The value obtained for the HOMO energy is -3.5 eV. The total charge is -1. Its gap between HOMO and LUMO is 3.80 eV.

Atomic partial charges in e from the Mulliken method, atoms 1 to 2:
1. S -0.27
2. O -0.81

(3)
Here is C4H7NO in the gas phase from the OMol25 dataset. Energies are from ωB97M-V/def2-TZVPD.

Atoms and positions in Å:
O: 2.58 -1.62 -0.45
N: 1.03 -0.18 0.43
C: -1.25 -0.21 -0.48
C: 1.90 -0.63 -0.53
C: -1.23 0.67 0.85
C: -0.06 0.63 -0.05
H: -1.75 1.64 0.84
H: -1.16 0.28 1.86
H: 0.27 1.53 -0.55
H: -0.98 -1.28 -0.54
H: -2.08 -0.04 -1.15
H: 1.91 0.06 -1.40
H: 0.82 -0.85 1.16

The value obtained for the HOMO energy is -9.7 eV. The total charge is 0. As for the SMILES: O=CNC1CC1. Its gap between HOMO and LUMO is 10.72 eV.

Atomic partial charges in e from the Mulliken method, atoms 1 to 2:
1. O -0.54
2. N -0.27

(4)
Here is 3 unconnected molecules or ions with the total composition C4H13O4 from the OMol25 dataset. Energies are from ωB97M-V/def2-TZVPD.

Atoms and positions in Å:
O: -0.58 -0.55 0.20
O: -3.05 -2.03 0.01
O: 0.38 1.23 -1.27
O: 1.15 -0.35 -3.14
C: -0.27 0.12 1.34
C: 1.33 1.27 -0.19
C: 0.60 1.41 1.12
C: 0.54 -0.79 2.32
H: -2.39 -1.46 -0.42
H: 1.83 -0.98 -2.92
H: -0.23 0.51 -0.91
H: -3.68 -1.48 0.47
H: 0.49 -1.86 2.11
H: 1.83 0.29 -0.26
H: -1.21 0.46 1.84
H: 0.22 -0.57 3.33
H: 2.03 2.07 -0.43
H: 1.62 -0.67 2.17
H: 1.28 1.55 1.96
H: -0.04 2.30 1.09
H: 1.12 0.38 -2.44

The value obtained for the HOMO energy is -3.8 eV. The total charge is -1. Its gap between HOMO and LUMO is 7.76 eV.

Atomic partial charges in e from the Mulliken method, atoms 1 to 2:
1. O -0.95
2. O -0.64

Across the entries above, ΔE to the lowest compared entry with this formula, charge and spin takes the values 12.2, 160.0, 42.5, 23.8 kcal/mol, respectively.